1.
Formula: C7H12N2O
Source: the OMol25 dataset
Level of theory: ωB97M-V/def2-TZVPD

## Properties
largest force on an atom: 5.15 eV/Å
HOMO level: -8.43 eV
LUMO level: 0.771 eV
energy relative to the best compared isomer or geometry (same formula, charge and spin): 286.1 kJ/mol

Element x y z (Å)
C  -0.73  1.61  2.45
O  0.37  1.07  1.73
C  0.56  -0.21  1.67
C  1.33  -1.16  2.27
N  1.21  -2.37  1.62
C  0.49  -2.22  0.61
N  0.01  -0.99  0.34
C  -0.54  -0.21  -0.74
C  -1.48  -0.96  -1.65
C  0.54  0.51  -1.63
H  -0.60  1.47  3.53
H  -1.57  1.15  2.17
H  -0.80  2.73  2.06
H  1.84  -1.06  3.24
H  0.32  -3.16  0.03
H  -1.06  0.50  -0.16
H  -1.46  -0.40  -2.59
H  -2.57  -1.18  -1.25
H  -1.06  -1.90  -1.95
H  0.61  1.51  -1.23
H  0.17  0.53  -2.66
H  1.49  0.12  -1.54

---

2.
Formula: C5H10O2
Source: the OMol25 dataset
Level of theory: ωB97M-V/def2-TZVPD

## Properties
largest force on an atom: 6.11 eV/Å
HOMO level: -8.62 eV
LUMO level: 0.860 eV
energy relative to the best compared isomer or geometry (same formula, charge and spin): 317.3 kJ/mol

Element x y z (Å)
C  2.03  0.76  -0.41
C  1.41  -0.55  0.03
C  -0.40  -0.81  -0.08
O  -0.78  -1.79  0.82
C  -0.84  0.53  0.20
C  -2.63  0.45  -0.14
O  -3.11  1.09  -1.05
H  1.84  1.55  0.32
H  3.12  0.67  -0.52
H  1.64  1.07  -1.38
H  1.73  -1.35  -0.65
H  1.77  -0.85  1.02
H  -0.60  -1.17  -1.09
H  -0.53  -1.52  1.72
H  -0.78  0.85  1.24
H  -0.57  1.29  -0.53
H  -3.28  -0.22  0.49

---

3.
Formula: C3H7IN
Source: the OMol25 dataset
Level of theory: ωB97M-V/def2-TZVPD

## Properties
largest force on an atom: 3.16 eV/Å
HOMO level (alpha / beta): -9.78 / -14.59 eV
LUMO level (alpha / beta): -4.652 / -8.904 eV
<S²>: 2.012
total charge: +1
multiplicity: 3
energy relative to the best compared isomer or geometry (same formula, charge and spin): 182.5 kJ/mol

Element x y z (Å)
C  1.18  0.45  -0.47
C  -0.85  -0.69  2.95
C  0.23  0.43  -2.74
N  1.04  0.54  -1.62
I  -1.11  -0.20  0.87
H  1.87  0.53  0.33
H  -1.70  -0.28  3.47
H  0.08  -0.23  3.29
H  0.80  -0.04  -3.54
H  -0.66  -0.16  -2.51
H  -0.07  1.43  -3.06
H  -0.82  -1.77  3.03

---

4.
Formula: C25H49F3N2O7P
Source: the OMol25 dataset
Level of theory: ωB97M-V/def2-TZVPD

## Properties
largest force on an atom: 2.49 eV/Å
HOMO level: -10.56 eV
LUMO level: -4.201 eV
total charge: +1

Element x y z (Å)
C  4.42  2.15  1.02
C  4.17  1.72  -0.44
P  4.64  -0.04  -0.77
C  4.86  -0.14  -2.60
C  3.07  -0.97  -0.35
C  3.03  -2.00  0.54
C  1.81  -2.61  0.80
C  1.80  -3.79  1.78
N  2.83  -4.77  1.40
C  0.63  -2.17  0.20
C  -0.74  -2.78  0.50
C  -1.80  -1.67  0.36
O  -3.06  -2.08  0.87
C  -3.86  -0.92  1.01
C  -4.30  -0.30  -0.34
F  -5.42  0.41  -0.22
F  -4.44  -1.25  -1.27
F  -3.36  0.56  -0.84
C  0.75  -1.13  -0.69
N  1.93  -0.57  -0.94
H  3.91  3.10  1.16
H  5.49  2.22  1.24
H  3.93  1.44  1.71
H  3.08  1.79  -0.58
H  4.59  2.42  -1.17
H  5.81  0.26  -2.94
H  4.69  -1.16  -2.97
H  4.08  0.47  -3.08
H  3.95  -2.31  1.02
H  0.86  -4.35  1.72
H  1.95  -3.45  2.81
H  2.78  -4.97  0.41
H  3.76  -4.43  1.64
H  -0.75  -3.11  1.54
H  -0.95  -3.62  -0.16
H  -1.42  -0.78  0.89
H  -1.92  -1.46  -0.72
H  -4.77  -1.17  1.56
H  -3.35  -0.14  1.60
H  -0.09  -0.72  -1.24
H  1.96  0.20  -1.59
C  -10.99  -4.90  -1.12
O  -9.80  -4.79  -0.37
C  -9.90  -5.41  0.90
C  -8.53  -5.63  1.50
O  -7.87  -6.79  1.01
C  -7.34  -6.70  -0.30
C  -6.08  -5.87  -0.39
O  -6.39  -4.49  -0.44
C  -5.28  -3.68  -0.16
H  -11.82  -4.43  -0.58
H  -10.84  -4.38  -2.06
H  -11.22  -5.95  -1.32
H  -10.42  -6.38  0.80
H  -10.49  -4.75  1.55
H  -8.67  -5.81  2.57
H  -7.91  -4.74  1.40
H  -8.10  -6.36  -1.01
H  -7.09  -7.73  -0.58
H  -5.54  -6.13  -1.31
H  -5.44  -6.08  0.48
H  -4.92  -3.86  0.86
H  -5.59  -2.65  -0.24
H  -4.47  -3.87  -0.88
C  3.27  7.88  -1.37
O  4.44  7.83  -0.59
C  4.21  7.31  0.70
C  5.52  6.91  1.36
O  6.00  5.64  0.94
C  6.56  5.58  -0.37
C  7.94  6.20  -0.46
O  7.83  7.61  -0.58
C  9.05  8.26  -0.31
H  2.50  8.50  -0.89
H  3.52  8.31  -2.33
H  2.87  6.87  -1.53
H  3.55  6.43  0.64
H  3.72  8.08  1.30
H  5.33  6.81  2.43
H  6.28  7.68  1.23
H  5.88  6.00  -1.11
H  6.66  4.51  -0.58
H  8.45  5.82  -1.35
H  8.52  5.94  0.43
H  9.36  8.08  0.73
H  8.90  9.33  -0.45
H  9.84  7.92  -0.99

---

5.
Formula: C6H13BrNO3S
Source: the OMol25 dataset
Level of theory: ωB97M-V/def2-TZVPD

## Properties
largest force on an atom: 5.07 eV/Å
HOMO level (alpha / beta): -3.46 / -4.88 eV
LUMO level (alpha / beta): 3.065 / 3.000 eV
total charge: -1
energy relative to the best compared isomer or geometry (same formula, charge and spin): 375.2 kJ/mol

Element x y z (Å)
C  -0.60  -1.34  -2.75
C  0.20  1.51  2.31
C  -1.55  -0.01  1.52
C  -1.59  -1.52  -1.62
C  -0.19  0.56  1.29
C  -0.02  0.97  -0.16
N  1.13  0.60  -0.81
O  1.67  -1.66  0.10
O  3.25  -0.31  -1.16
O  2.77  0.21  1.21
S  2.33  -0.41  -0.05
Br  -0.37  2.79  -0.96
H  -1.14  -0.61  -3.18
H  0.36  -0.97  -2.32
H  -0.35  -2.28  -3.21
H  0.25  1.15  3.32
H  1.31  1.57  2.16
H  -0.03  2.58  2.41
H  -1.65  -0.66  2.47
H  -2.12  0.86  1.67
H  -1.83  -0.66  0.68
H  -1.41  -2.12  -0.75
H  -2.41  -0.82  -1.66
H  0.57  -0.34  1.25
H  1.40  0.90  -1.75

---

6.
Formula: C5H9N2O
Source: the OMol25 dataset
Level of theory: ωB97M-V/def2-TZVPD

## Properties
largest force on an atom: 4.52 eV/Å
HOMO level: -14.44 eV
LUMO level: -4.243 eV
total charge: +1
energy relative to the best compared isomer or geometry (same formula, charge and spin): 428.7 kJ/mol

Element x y z (Å)
H  1.07  -2.66  0.64
N  0.52  -1.83  0.33
C  0.93  -0.75  -0.19
C  2.22  -0.12  -0.37
C  2.36  1.06  0.64
N  -0.10  0.08  -0.60
C  -1.25  0.22  -0.71
O  -2.43  0.40  -0.90
C  -3.71  0.09  -0.16
H  2.49  0.28  -1.33
H  3.03  -0.92  -0.17
H  1.77  2.02  0.31
H  1.79  0.87  1.60
H  3.40  1.27  0.90
H  -3.84  -1.09  -0.08
H  -4.54  0.67  -0.82
H  -3.71  0.41  0.91

---

7.
Formula: C51H49As2Cl2N5O2S2Ti
Source: the OMol25 dataset
Level of theory: ωB97M-V/def2-TZVPD

## Properties
largest force on an atom: 3.21 eV/Å
HOMO level (alpha / beta): -9.49 / -10.14 eV
LUMO level (alpha / beta): -3.395 / -3.386 eV
<S²>: 0.755
total charge: +1
multiplicity: 2

Element x y z (Å)
Ti  -0.34  -0.15  -0.01
C  4.01  -1.34  1.73
As  2.36  -0.22  1.73
C  2.36  0.08  3.69
C  3.26  1.43  1.14
C  4.12  2.12  1.99
C  4.75  3.28  1.59
C  4.57  3.76  0.30
C  3.72  3.08  -0.56
C  3.05  1.93  -0.15
As  1.68  1.11  -1.32
C  1.05  2.65  -2.36
C  2.88  0.42  -2.74
H  4.79  -0.91  2.36
H  4.40  -1.45  0.72
H  3.75  -2.33  2.11
H  3.36  -0.04  4.12
H  1.71  -0.66  4.16
H  1.98  1.07  3.94
H  4.29  1.75  2.99
H  5.39  3.82  2.27
H  5.06  4.66  -0.03
H  3.57  3.47  -1.57
H  0.46  3.33  -1.74
H  0.38  2.25  -3.13
H  1.86  3.19  -2.85
H  3.41  1.24  -3.22
H  2.28  -0.11  -3.48
H  3.62  -0.28  -2.33
N  -1.43  -0.37  3.91
C  -1.75  -1.68  3.67
C  -2.32  -2.66  4.47
C  -2.44  -3.92  3.94
C  -2.01  -4.21  2.65
C  -1.44  -3.24  1.84
C  -1.33  -1.95  2.34
N  -0.81  -0.79  1.79
C  -0.86  0.14  2.77
C  -0.32  1.44  2.65
C  -0.34  2.48  3.57
S  0.39  3.90  2.91
C  0.66  3.02  1.45
N  0.27  1.79  1.45
H  -1.65  0.15  4.74
H  -2.63  -2.43  5.48
H  -2.87  -4.71  4.53
H  -2.10  -5.22  2.28
H  -1.06  -3.49  0.86
H  -0.72  2.48  4.57
H  1.14  3.50  0.61
C  -7.98  0.56  -1.11
C  -6.70  0.91  -1.89
C  -6.09  2.16  -1.26
C  -7.02  1.20  -3.36
C  -5.74  -0.27  -1.83
C  -6.21  -1.50  -2.32
C  -5.42  -2.61  -2.39
C  -4.11  -2.50  -1.95
S  -2.88  -3.71  -2.05
C  -1.76  -2.54  -1.40
N  -2.26  -1.38  -1.06
C  -3.60  -1.31  -1.40
C  -4.44  -0.19  -1.35
C  -0.35  -2.85  -1.34
C  0.11  -4.10  -1.80
C  1.46  -4.39  -1.79
C  2.35  -3.42  -1.35
C  1.88  -2.19  -0.91
C  0.53  -1.86  -0.86
H  -8.62  1.44  -1.04
H  -7.73  0.24  -0.10
H  -8.55  -0.23  -1.58
H  -6.80  2.98  -1.32
H  -5.18  2.46  -1.78
H  -5.87  1.97  -0.22
H  -7.66  2.08  -3.42
H  -7.54  0.37  -3.84
H  -6.11  1.40  -3.91
H  -7.22  -1.57  -2.69
H  -5.78  -3.54  -2.79
H  -4.05  0.73  -0.96
H  -0.60  -4.82  -2.16
H  1.81  -5.35  -2.13
H  3.41  -3.63  -1.35
H  2.63  -1.45  -0.61
Cl  -3.11  1.72  5.98
C  -4.22  0.61  5.21
C  -4.84  -0.35  5.98
C  -5.70  -1.26  5.38
C  -5.87  -1.23  4.00
C  -5.23  -0.27  3.24
Cl  -5.37  -0.31  1.52
C  -4.42  0.70  3.82
N  -3.76  1.64  3.05
C  -4.46  2.54  2.19
C  -5.71  3.03  2.53
C  -6.28  4.04  1.78
C  -5.60  4.58  0.70
C  -4.37  4.06  0.33
C  -3.81  3.01  1.04
C  -2.48  2.41  0.69
C  -2.12  2.11  -0.78
O  -2.54  2.75  -1.72
O  -1.24  1.16  -0.90
H  -4.67  -0.38  7.04
H  -6.20  -2.00  5.97
H  -6.50  -1.97  3.52
H  -3.04  2.13  3.57
H  -6.22  2.64  3.40
H  -7.25  4.43  2.06
H  -6.03  5.40  0.15
H  -3.85  4.43  -0.54
H  -2.37  1.46  1.23
H  -1.71  3.12  1.01

---

8.
Formula: C15H19N3O3Zr
Source: the OMol25 dataset
Level of theory: ωB97M-V/def2-TZVPD

## Properties
largest force on an atom: 5.50 eV/Å
HOMO level: -23.05 eV
LUMO level: -15.801 eV
total charge: +4

Element x y z (Å)
N  1.27  -0.53  1.72
C  2.11  -0.88  2.45
C  3.13  -1.27  3.32
H  3.94  -1.66  2.73
H  2.74  -2.01  3.98
H  3.47  -0.40  3.86
N  -2.09  0.74  0.86
C  -3.11  1.15  1.22
C  -4.32  1.70  1.63
H  -4.73  1.04  2.40
H  -4.98  1.75  0.76
H  -4.14  2.69  2.03
N  0.17  0.20  -2.07
C  0.51  0.23  -3.18
C  0.93  0.25  -4.51
H  0.70  1.23  -4.92
H  0.38  -0.54  -5.03
H  2.00  0.05  -4.53
Zr  -0.27  -0.28  0.10
C  -0.62  2.61  -0.75
O  -0.84  3.64  -1.25
C  0.26  2.13  1.84
O  0.37  2.88  2.69
C  -0.64  -2.51  1.23
C  0.26  -2.75  0.21
C  -0.12  -2.48  -1.12
C  -1.37  -2.00  -1.39
C  -2.27  -1.75  -0.36
C  -1.90  -2.01  0.96
H  -0.42  -2.88  2.23
H  1.17  -3.29  0.40
H  0.52  -2.84  -1.92
H  -1.74  -1.98  -2.41
H  -3.30  -1.52  -0.59
H  -2.64  -1.98  1.74
C  2.57  2.62  -0.75
O  2.19  1.25  -0.35
H  2.12  3.30  -0.01
H  2.20  2.81  -1.78
H  3.67  2.66  -0.69
H  2.85  0.63  -0.74

---

9.
Formula: C19H27FN4O4S
Source: the OMol25 dataset
Level of theory: ωB97M-V/def2-TZVPD

## Properties
largest force on an atom: 0.87 eV/Å
HOMO level: -9.03 eV
LUMO level: 0.474 eV
energy relative to the best compared isomer or geometry (same formula, charge and spin): 45.5 kJ/mol

Element x y z (Å)
C  -1.37  1.41  0.57
N  0.04  1.23  0.19
C  0.66  2.49  -0.05
O  0.69  3.03  -1.14
C  1.18  3.14  1.16
C  1.33  2.59  2.45
C  1.86  3.58  3.24
S  2.29  3.47  4.91
N  1.22  4.50  5.64
O  2.03  2.12  5.30
O  3.57  4.07  5.13
N  2.04  4.72  2.47
C  2.61  5.98  2.91
C  1.64  4.44  1.21
C  0.23  0.26  -0.91
C  0.14  -1.16  -0.32
C  1.13  -2.16  -0.93
C  1.20  -2.09  -2.46
N  -0.08  -1.77  -3.09
C  -1.18  -2.56  -3.02
O  -2.31  -2.13  -3.21
C  -1.01  -4.00  -2.69
F  0.14  -4.61  -3.11
C  -1.90  -4.73  -2.04
C  -1.97  -6.19  -1.68
C  -3.50  -6.01  -1.50
C  -3.30  -4.47  -1.53
C  -0.32  -0.34  -3.34
C  -0.73  0.44  -2.10
H  -1.80  0.43  0.78
H  -1.43  2.01  1.47
H  -1.95  1.89  -0.22
H  1.10  1.59  2.78
H  0.36  4.03  5.90
H  1.67  4.97  6.42
H  2.55  6.68  2.08
H  2.03  6.37  3.75
H  3.64  5.85  3.22
H  1.69  5.18  0.43
H  1.25  0.43  -1.26
H  0.31  -1.11  0.75
H  -0.88  -1.54  -0.46
H  2.13  -1.98  -0.54
H  0.85  -3.17  -0.62
H  1.88  -1.30  -2.76
H  1.60  -3.02  -2.87
H  -1.62  -6.89  -2.44
H  -1.46  -6.41  -0.74
H  -4.06  -6.36  -2.37
H  -3.94  -6.43  -0.60
H  -3.29  -4.03  -0.53
H  -3.94  -3.87  -2.17
H  0.61  0.07  -3.75
H  -1.09  -0.26  -4.10
H  -1.74  0.12  -1.81
H  -0.78  1.49  -2.37

---

10.
Formula: C6H11O
Source: the OMol25 dataset
Level of theory: ωB97M-V/def2-TZVPD

## Properties
largest force on an atom: 4.59 eV/Å
HOMO level: -15.78 eV
LUMO level: -2.941 eV
total charge: +1
energy relative to the best compared isomer or geometry (same formula, charge and spin): 138.8 kJ/mol

Element x y z (Å)
C  0.61  -1.36  0.82
C  1.29  -0.10  0.25
C  -1.86  -0.71  0.39
C  -0.67  -1.43  0.03
C  0.04  0.90  0.08
C  0.50  1.87  -1.12
O  -0.94  0.01  -0.48
H  1.16  -2.28  0.57
H  0.26  -1.16  1.93
H  2.22  0.35  0.64
H  1.58  -0.20  -0.77
H  -2.78  -0.89  -0.10
H  -1.88  -0.29  1.45
H  -0.82  -2.12  -0.74
H  -0.27  1.15  1.06
H  0.72  1.26  -1.97
H  1.24  2.52  -0.67
H  -0.40  2.48  -1.38